ORCA calculation (ωB97M-V/def2-TZVPD) on the molecule CH3NO2 in a non-equilibrium geometry.

Structure (ORCA input):
```
! RIJCOSX wB97M-V def2-TZVPD def2/J DEFGRID3
* xyz 0 1
C -0.202 -0.581 -0.315
N 0.912 -0.604 0.698
O 1.130 -0.588 -0.687
O -0.955 0.506 -0.453
H -0.827 -1.428 -0.539
H 1.115 0.315 1.147
H -0.440 1.273 -0.424
*
```

HOMO (eV): -9.49
HOMO-LUMO gap (eV): 10.27
SMILES: O[C@@H]1NO1

***

ORCA calculation (ωB97M-V/def2-TZVPD) on a structure of composition C3H4S2 in a non-equilibrium geometry.

Structure (ORCA input):
```
! RIJCOSX wB97M-V def2-TZVPD def2/J DEFGRID3
* xyz 0 1
C 0.528 -0.022 0.361
C -0.405 -1.199 0.316
C -0.578 1.177 0.275
H -0.200 -1.932 -0.502
H -0.652 -1.722 1.208
H -0.251 2.082 -0.282
H -0.843 1.640 1.266
S 1.996 0.033 -0.175
S -1.704 -0.021 -0.288
*
```

HOMO (eV): -8.89
HOMO-LUMO gap (eV): 8.55

***

Calculated LUMO energy (eV), listed in the same order as above: 0.8; -0.3
Calculated electronic energy (eV), listed in the same order as above: -6667.656; -24844.455
Calculated relative energy (zero: lowest compared OMol25 entry of this formula, charge and spin) (eV), listed in the same order as above: 4.0079; 1.1858